No. 1
10
Properties=species:S:1:pos:R:3 method="wB97M-V/def2-TZVPD" lumo_ev="-0.27 / -0.60" homo_energy_ev="-8.6 / -8.3" charge=0 e_tot_ha=-1112.222601 largest_force_ha_per_bohr=0.0617 homo_lumo_gap_ha="0.3051 / 0.2835"
C 1.719 -0.365 0.152
C -1.096 0.666 0.420
C -0.611 -0.255 -0.648
O 2.082 0.495 0.855
Cl 2.727 -1.508 -0.538
Cl -0.775 -1.945 -0.580
H -0.488 0.378 1.365
H -2.165 0.649 0.580
H -0.796 1.680 0.095
H -0.597 0.205 -1.702

No. 2
15
Properties=species:S:1:pos:R:3 method="wB97M-V/def2-TZVPD" lumo_ev=0.24 homo_energy_ev=-9.8 charge=0 e_tot_ha=-3798.086847 largest_force_ha_per_bohr=0.1158 homo_lumo_gap_ha=0.3704
C 2.793 -1.423 -0.215
Cl 3.232 0.242 -0.824
Cl 1.307 -1.483 0.829
Cl 4.116 -2.089 0.787
H 2.761 -2.099 -1.070
C -3.037 0.917 -0.009
Cl -2.401 -0.208 1.217
Cl -2.725 0.336 -1.708
Cl -2.227 2.434 0.345
H -4.114 0.988 0.144
C -0.060 0.423 0.127
Cl 1.010 1.445 1.072
Cl 0.529 0.249 -1.494
H -0.102 -0.537 0.641
H -1.080 0.805 0.158

No. 3
9
Properties=species:S:1:pos:R:3 method="wB97M-V/def2-TZVPD" lumo_ev=0.93 homo_energy_ev=-8.1 charge=0 e_tot_ha=-676.648168 largest_force_ha_per_bohr=0.0827 homo_lumo_gap_ha=0.3309
C -0.218 -0.114 0.745
C 0.137 -0.004 -0.725
C -1.626 -0.392 0.211
F -1.904 -1.644 -0.250
Cl -2.928 0.727 0.057
H 0.261 -0.870 1.264
H -0.251 0.723 1.437
H 0.178 1.044 -1.175
H 0.304 -0.865 -1.442

No. 4
9
Properties=species:S:1:pos:R:3 method="wB97M-V/def2-TZVPD" lumo_ev=-1.00 homo_energy_ev=-9.3 charge=0 e_tot_ha=-676.585366 largest_force_ha_per_bohr=0.0877 homo_lumo_gap_ha=0.3041
C 1.600 -1.285 -0.090
C 0.959 -0.191 0.400
C -2.487 1.207 -0.903
F 1.127 0.299 1.625
Cl -1.890 1.426 0.618
H 2.295 -1.842 0.577
H 1.591 -1.557 -1.083
H 0.317 0.440 -0.252
H -3.513 1.503 -0.893

No. 5
9
Properties=species:S:1:pos:R:3 method="wB97M-V/def2-TZVPD" lumo_ev=0.92 homo_energy_ev=-10.6 smiles="C=C[C@@H](F)Cl" charge=0 e_tot_ha=-676.725661 largest_force_ha_per_bohr=0.0837 homo_lumo_gap_ha=0.4250
C 1.204 -0.240 -0.582
C 0.256 -0.511 0.227
C -0.907 0.379 0.409
F -0.545 1.568 -0.197
Cl -2.477 -0.190 -0.366
H 2.154 -0.803 -0.551
H 1.139 0.625 -1.266
H 0.389 -1.429 0.815
H -1.212 0.600 1.511

No. 6
9
Properties=species:S:1:pos:R:3 method="wB97M-V/def2-TZVPD" lumo_ev="1.10 / -1.78" multiplicity=3 homo_energy_ev="-8.2 / -10.3" s2=2.004 charge=0 e_tot_ha=-676.512304 largest_force_ha_per_bohr=0.0610 homo_lumo_gap_ha="0.3413 / 0.3124"
C -0.439 -0.590 -0.074
C -0.136 0.674 -0.734
C -0.141 0.680 0.764
F -0.842 1.546 -1.405
Cl 1.364 0.689 1.701
H -1.388 -0.956 0.152
H 0.282 -1.459 0.036
H 1.852 1.075 -1.455
H -0.941 1.093 1.388

Energy above the lowest of the compared OMol25 structures with the same formula, charge and spin, record by record: 72.83, 90.76, 58.56, 97.97, 9.93, 58.85 kcal per mole